(1)
{"formula": "CH4O3", "method": "the ωB97M-V functional and the def2-TZVPD basis", "symbols": ["O", "C", "O", "H", "H", "O", "H", "H"], "positions_angstrom": [[-2.2698, 0.0568, -0.3233], [-1.6127, -0.7497, 0.3365], [-0.3037, -0.9769, 0.3274], [-2.0981, -1.4059, 1.0858], [-0.0045, -1.7930, 0.8137], [2.1088, 1.9145, -0.4715], [2.7375, 1.7586, -1.2122], [1.4424, 1.1955, -0.5564]], "forces_ev_per_a": [[2.725, -1.951, 1.471], [-2.885, 0.728, -0.206], [1.363, -0.158, -0.560], [-0.220, 0.139, -0.209], [-0.938, 1.275, -0.511], [0.029, -0.910, -0.834], [-0.722, 0.145, 0.790], [0.648, 0.732, 0.059]], "multiplicity": 1, "smiles": "O=CO.O"}

(2)
{"formula": "CH4O3", "method": "the ωB97M-V functional and the def2-TZVPD basis", "symbols": ["O", "C", "O", "H", "H", "O", "H", "H"], "positions_angstrom": [[0.3816, -0.8972, -0.7230], [-0.1524, 0.1604, -1.0264], [-1.2405, 0.2851, -1.8043], [0.1892, 1.1642, -0.7050], [-1.4455, 1.2469, -1.9627], [1.0606, -0.8555, 2.2384], [0.2253, -0.5681, 2.6718], [0.9817, -0.5359, 1.3111]], "forces_ev_per_a": [[-1.430, 2.319, -0.722], [0.901, -1.021, 0.421], [-0.169, 0.598, -0.260], [0.309, -0.364, 0.204], [0.355, -1.396, 0.330], [-0.933, 0.782, -0.257], [0.915, -0.340, -0.490], [0.050, -0.579, 0.774]], "multiplicity": 1, "smiles": "O=CO.O"}

Highest occupied orbital energy / eV: -10.98 -11.03
F_max / eV/Å: 3.66 2.82
ΔE to the lowest compared entry with this formula, charge and spin / eV: 0.711 0.569